(1)
DFT (the ωB97M-V functional and the def2-TZVPD basis) results for C21H56O23S7V as an isolated structure at a distorted geometry.

The LUMO energy comes out at -6.808 eV. Its energy is -6294.9600 Ha. The value obtained for the maximum force is 4.93 eV/A. Its net charge is +1. The calculation puts the relative energy (zero: lowest compared OMol25 entry of this formula, charge and spin) at 9.727 eV.

Last column: Löwdin charge in e.
Positions of all 108 atoms, in Å:
O: 0.312 -1.320 2.175  -0.18
V: -0.139 -0.713 0.790  1.31
O: 0.539 -1.517 -0.457  -0.20
O: 1.832 2.753 1.150  -0.33
S: 2.526 4.026 1.201  0.68
O: 3.922 4.099 0.726  -0.31
O: 1.534 5.190 0.535  -0.27
C: 2.097 6.530 0.330  -0.24
C: 2.662 6.625 -1.123  -0.07
C: 2.704 4.602 2.962  -0.09
H: 3.025 6.736 0.864  0.10
H: 1.368 7.320 0.506  0.12
H: 1.867 6.350 -1.816  0.07
H: 3.457 5.893 -1.262  0.07
H: 3.021 7.617 -1.396  0.08
H: 3.317 3.873 3.493  0.07
H: 1.766 4.697 3.509  0.06
H: 3.312 5.504 2.890  0.06
O: 6.976 3.530 -5.717  -0.34
S: 7.379 2.058 -5.711  0.76
O: 8.763 1.617 -5.470  -0.30
O: 6.343 1.094 -4.797  -0.27
C: 5.107 1.606 -4.375  -0.36
C: 4.528 0.830 -3.246  -0.07
C: 6.725 1.269 -7.286  -0.10
H: 4.319 1.591 -5.128  0.11
H: 5.105 2.681 -4.194  0.12
H: 3.579 1.180 -2.839  0.08
H: 5.257 0.987 -2.451  0.09
H: 4.422 -0.193 -3.607  0.08
H: 7.093 0.243 -7.268  0.06
H: 7.156 1.835 -8.112  0.06
H: 5.635 1.234 -7.297  0.06
O: 5.019 -4.670 8.598  -0.27
S: 3.682 -4.239 8.874  0.66
O: 3.368 -2.908 9.351  -0.29
O: 2.666 -4.583 7.567  -0.28
C: 1.435 -3.887 7.469  -0.28
C: 0.461 -4.748 6.595  -0.05
C: 3.013 -5.481 10.017  -0.12
H: 1.492 -2.851 7.135  0.12
H: 0.995 -3.854 8.466  0.10
H: 0.690 -5.801 6.759  0.08
H: 0.542 -4.526 5.531  0.06
H: -0.571 -4.519 6.860  0.07
H: 2.896 -6.457 9.546  0.07
H: 2.143 -5.036 10.499  0.06
H: 3.686 -5.638 10.860  0.07
O: -1.184 -8.009 0.347  -0.31
S: -0.088 -7.192 -0.175  0.69
O: 0.170 -5.821 0.231  -0.30
O: 1.374 -8.008 -0.156  -0.25
C: 1.351 -9.390 -0.416  -0.32
C: 2.741 -9.906 -0.158  -0.07
C: -0.396 -7.189 -2.005  -0.11
H: 1.197 -9.541 -1.484  0.11
H: 0.605 -9.949 0.149  0.12
H: 3.452 -9.440 -0.840  0.09
H: 2.883 -10.971 -0.339  0.08
H: 2.972 -9.853 0.906  0.09
H: -1.303 -6.651 -2.282  0.06
H: -0.518 -8.202 -2.387  0.06
H: 0.417 -6.593 -2.420  0.06
O: -3.796 -1.372 -0.645  -0.35
S: -5.189 -1.436 -1.237  0.73
O: -6.117 -2.400 -0.679  -0.29
O: -5.895 0.098 -1.232  -0.30
C: -7.293 0.252 -1.498  -0.26
C: -7.664 1.750 -1.372  -0.05
C: -5.109 -1.637 -3.095  -0.09
H: -7.798 -0.410 -0.795  0.11
H: -7.515 -0.162 -2.481  0.11
H: -7.356 2.236 -0.447  0.07
H: -8.746 1.865 -1.442  0.08
H: -7.146 2.352 -2.119  0.07
H: -4.883 -2.676 -3.336  0.07
H: -4.283 -0.987 -3.384  0.06
H: -5.978 -1.339 -3.681  0.06
O: -3.635 3.826 1.552  -0.31
S: -3.242 3.174 2.808  0.72
O: -2.501 1.893 2.785  -0.34
O: -2.224 4.217 3.692  -0.28
C: -2.361 5.632 3.633  -0.29
C: -3.114 6.163 4.846  -0.06
C: -4.658 3.062 3.951  -0.09
H: -2.887 5.921 2.724  0.11
H: -1.420 6.146 3.440  0.12
H: -2.964 5.513 5.708  0.08
H: -4.172 6.070 4.600  0.07
H: -2.822 7.170 5.144  0.08
H: -5.038 2.043 4.031  0.08
H: -5.486 3.619 3.511  0.07
H: -4.298 3.568 4.846  0.06
O: -0.978 1.696 -2.584  -0.32
S: -1.021 2.400 -3.855  0.66
O: 0.099 3.214 -4.321  -0.29
O: -1.596 1.428 -5.058  -0.29
C: -1.365 1.808 -6.432  -0.27
C: -2.182 0.856 -7.278  -0.07
C: -2.570 3.429 -3.827  -0.09
H: -0.303 1.652 -6.620  0.12
H: -1.597 2.836 -6.711  0.12
H: -3.247 0.857 -7.046  0.08
H: -1.860 -0.182 -7.197  0.08
H: -2.075 1.141 -8.325  0.09
H: -2.207 4.253 -3.213  0.06
H: -3.270 2.857 -3.217  0.06
H: -2.936 3.685 -4.821  0.07

---

(2)
DFT (the ωB97M-V functional and the def2-TZVPD basis) results for a 2-piece molecular cluster, C2HNO2 overall at a distorted geometry.

The LUMO energy comes out at 0.647 eV. Its energy is -282.0147 Ha. The value obtained for the maximum force is 5.10 eV/A. The calculation puts the relative energy (zero: lowest compared OMol25 entry of this formula, charge and spin) at 1.100 eV.

Last column: natural (NBO) charge in e.
Positions of all 6 atoms, in Å:
C: -0.474 -0.846 0.062  0.84
C: 1.100 0.620 0.437  0.46
N: -0.751 -0.100 -0.867  -0.79
O: -0.443 -1.532 0.959  -0.47
O: 0.764 1.527 1.052  -0.49
H: -0.195 0.331 -1.644  0.44

---

(3)
DFT (the ωB97M-V functional and the def2-TZVPD basis) results for one molecule with the formula CH3NO2 at a distorted geometry.

The LUMO energy (spin up / spin down) comes out at 0.273 / 0.273 eV. Its energy is -244.9028 Ha. The value obtained for the maximum force is 3.19 eV/A. The calculation puts the relative energy (zero: lowest compared OMol25 entry of this formula, charge and spin) at 7.519 eV.

Last column: natural (NBO) charge in e.
Positions of all 7 atoms, in Å:
C: 0.785 -0.416 0.091  -0.16
N: 0.068 0.619 -0.009  -0.15
O: -1.712 -0.678 -0.023  -0.53
O: -1.317 0.558 0.140  -0.07
H: 0.014 -1.254 0.161  0.29
H: 1.819 -0.343 -0.179  0.22
H: 0.344 1.514 -0.181  0.39

---

(4)
DFT (the ωB97M-V functional and the def2-TZVPD basis) results for one molecule with the formula C20H30N6O3S at a distorted geometry.

The LUMO energy comes out at 0.471 eV. Its energy is -1732.5341 Ha. The value obtained for the maximum force is 1.76 eV/A. Its structure (SMILES) is CCCC[C@H](c1nnnn1CS(=O)(=O)c1ccc(C)cc1)N1CCC(C(N)=O)CC1. The calculation puts the relative energy (zero: lowest compared OMol25 entry of this formula, charge and spin) at 2.152 eV.

Last column: natural (NBO) charge in e.
Positions of all 60 atoms, in Å:
C: 2.449 4.214 -0.068  -0.60
C: 1.131 3.475 0.138  -0.42
C: 0.752 2.659 -1.097  -0.39
C: -0.683 2.136 -1.088  -0.38
C: -0.975 1.082 -0.005  -0.10
C: -0.245 -0.182 -0.323  0.36
N: -0.012 -0.669 -1.522  -0.32
N: 0.585 -1.840 -1.359  -0.05
N: 0.737 -2.115 -0.135  -0.07
N: 0.224 -1.095 0.579  -0.24
C: 0.354 -1.069 1.985  -0.46
S: 1.986 -0.282 2.439  2.15
O: 2.377 -0.852 3.696  -0.93
O: 1.774 1.139 2.368  -0.95
C: 3.067 -0.803 1.123  -0.29
C: 3.387 0.093 0.123  -0.20
C: 4.121 -0.348 -0.963  -0.21
C: 4.530 -1.676 -1.049  0.03
C: 5.275 -2.162 -2.250  -0.63
C: 4.210 -2.552 -0.015  -0.20
C: 3.472 -2.122 1.072  -0.18
N: -2.411 0.911 0.123  -0.45
C: -3.166 0.394 -0.995  -0.23
C: -3.362 -1.128 -0.977  -0.41
C: -4.010 -1.576 0.339  -0.33
C: -5.464 -1.118 0.430  0.68
N: -6.274 -1.700 -0.487  -0.83
O: -5.890 -0.328 1.241  -0.62
C: -3.178 -1.043 1.509  -0.40
C: -2.964 0.474 1.385  -0.23
H: 2.372 4.916 -0.896  0.20
H: 3.254 3.515 -0.290  0.19
H: 2.718 4.766 0.829  0.21
H: 0.342 4.203 0.340  0.19
H: 1.223 2.828 1.012  0.22
H: 0.862 3.296 -1.979  0.20
H: 1.439 1.819 -1.221  0.19
H: -0.883 1.697 -2.065  0.22
H: -1.377 2.963 -0.927  0.22
H: -0.613 1.457 0.958  0.23
H: 0.375 -2.084 2.376  0.26
H: -0.414 -0.467 2.465  0.26
H: 3.059 1.115 0.218  0.24
H: 4.369 0.341 -1.757  0.22
H: 5.859 -1.363 -2.699  0.22
H: 4.564 -2.520 -2.994  0.23
H: 5.936 -2.986 -1.992  0.22
H: 4.528 -3.581 -0.072  0.22
H: 3.211 -2.788 1.878  0.24
H: -2.679 0.681 -1.925  0.22
H: -4.153 0.871 -0.960  0.20
H: -3.975 -1.413 -1.834  0.21
H: -2.398 -1.627 -1.088  0.21
H: -4.022 -2.673 0.379  0.22
H: -5.946 -2.389 -1.139  0.39
H: -7.251 -1.461 -0.489  0.40
H: -3.696 -1.242 2.448  0.23
H: -2.226 -1.577 1.522  0.19
H: -2.331 0.837 2.198  0.19
H: -3.944 0.950 1.486  0.23

---

(5)
DFT (the ωB97M-V functional and the def2-TZVPD basis) results for a 3-piece molecular cluster, C4H14NO3 overall.

The LUMO energy comes out at 3.949 eV. Its energy is -441.3041 Ha. The value obtained for the maximum force is 0.83 eV/A. Its net charge is -1. The calculation puts the relative energy (zero: lowest compared OMol25 entry of this formula, charge and spin) at 0.400 eV.

Last column: natural (NBO) charge in e.
Positions of all 22 atoms, in Å:
C: -1.065 0.159 -0.459  -0.22
N: -0.514 0.714 -1.689  -0.68
C: 0.532 1.747 -1.435  0.13
O: 1.587 1.362 -0.700  -0.90
C: -1.344 -1.349 -0.510  -0.40
C: -0.071 -2.183 -0.693  -0.62
H: -0.439 0.351 0.414  0.20
H: -2.015 0.684 -0.263  0.16
H: -0.014 -0.025 -2.181  0.33
H: 0.859 2.041 -2.442  0.10
H: -0.029 2.634 -1.078  0.09
H: -2.043 -1.551 -1.319  0.18
H: -1.794 -1.588 0.458  0.20
H: 0.368 -2.410 0.278  0.21
H: -0.286 -3.090 -1.248  0.18
H: 0.707 -1.660 -1.241  0.21
H: 0.156 -0.533 3.748  0.45
H: 0.368 0.491 2.598  0.51
O: -0.299 0.179 3.273  -1.01
H: 1.584 1.198 0.620  0.51
H: 2.048 1.802 2.154  0.45
O: 1.703 1.026 1.714  -1.08